[1]
Below is 2 unconnected molecules or ions with the total composition C31H26N2O2S, with properties calculated with ωB97M-V/def2-TZVPD.

CARTESIAN COORDINATES (ANGSTROEM)
C1 -4.505 0.884 3.414
C2 -3.943 -0.380 3.175
C3 -2.606 -0.490 2.786
C4 -1.783 0.661 2.696
C5 -0.359 0.514 2.443
C6 0.256 -0.730 2.624
N1 0.808 -1.774 2.678
S1 0.582 1.990 2.915
C7 2.279 1.427 3.113
C8 2.778 1.214 4.399
C9 4.087 0.754 4.568
C10 4.891 0.499 3.453
C11 4.397 0.739 2.162
C12 3.100 1.243 2.002
O1 0.529 2.933 1.816
O2 0.187 2.386 4.247
C13 -2.392 1.931 2.868
C14 -3.721 2.040 3.275
H1 -5.568 0.976 3.666
H2 -4.541 -1.286 3.301
H3 -2.155 -1.466 2.594
H4 2.131 1.383 5.258
H5 4.466 0.589 5.580
H6 5.905 0.109 3.588
H7 5.021 0.534 1.286
H8 2.697 1.476 1.017
H9 -1.839 2.855 2.701
H10 -4.143 3.031 3.481
C15 4.191 1.415 -2.337
N2 2.853 0.843 -2.287
C16 2.294 0.279 -1.190
C17 1.007 -0.229 -1.511
C18 0.128 -0.808 -0.601
C19 -1.149 -1.377 -0.953
C20 -2.104 -0.584 -1.641
C21 -3.273 -1.153 -2.137
C22 -3.528 -2.517 -1.969
C23 -4.758 -3.112 -2.591
C24 -2.632 -3.293 -1.216
C25 -1.498 -2.721 -0.661
C26 0.839 0.013 -2.950
C27 -0.028 -0.467 -3.923
C28 0.178 -0.117 -5.261
C29 1.284 0.655 -5.643
C30 2.231 1.077 -4.690
C31 1.986 0.724 -3.372
H11 4.354 1.843 -3.329
H12 4.297 2.207 -1.581
H13 4.960 0.651 -2.141
H14 2.861 0.117 -0.284
H15 0.553 -0.991 0.379
H16 -1.883 0.469 -1.815
H17 -3.976 -0.537 -2.702
H18 -4.851 -4.174 -2.343
H19 -5.669 -2.609 -2.239
H20 -4.742 -3.010 -3.686
H21 -2.840 -4.357 -1.091
H22 -0.804 -3.314 -0.057
H23 -0.836 -1.132 -3.643
H24 -0.533 -0.441 -6.018
H25 1.425 0.934 -6.685
H26 3.104 1.675 -4.939

Atomic forces in eV per Å
C -0.048 -0.023 0.007
C 0.136 0.422 -0.212
C 0.003 0.464 0.336
C -0.933 0.015 -0.195
C 0.775 0.696 0.226
C 1.116 -1.174 0.035
N -0.978 1.637 -0.264
S -0.013 -1.618 -0.134
C 0.360 0.053 -0.063
C -0.006 -0.233 -0.086
C -0.084 0.082 -0.250
C -0.142 -0.005 -0.075
C -0.226 0.161 0.233
C 0.064 -0.259 0.097
O 0.186 0.066 0.290
O -0.019 0.499 -0.159
C -0.247 -0.179 0.144
C -0.021 -0.534 -0.267
H 0.457 -0.084 0.073
H 0.132 0.325 -0.130
H -0.181 0.202 0.172
H 0.127 -0.003 -0.246
H -0.079 0.020 -0.384
H -0.398 0.168 -0.067
H -0.171 0.135 0.339
H 0.097 0.093 0.389
H -0.028 -0.356 0.154
H 0.140 -0.474 -0.209
C 0.391 0.152 0.241
N -0.365 -0.457 1.678
C 0.221 -0.080 -1.312
C -0.646 0.298 -0.123
C 1.398 -0.369 0.040
C -1.573 0.171 -0.218
C 0.292 -0.466 -0.102
C 0.425 0.210 0.205
C 0.170 0.021 0.130
C -0.285 -0.184 -0.076
C -0.290 0.294 -0.212
C 0.819 0.421 0.085
C 0.733 0.047 -0.223
C -0.158 0.127 -0.413
C 0.198 0.056 0.293
C 0.406 0.372 0.523
C -0.670 -0.151 -0.331
C -0.400 -0.416 -0.291
H 0.025 -0.091 0.307
H -0.123 -0.218 -0.295
H -0.379 0.193 -0.166
H -0.156 0.259 -0.033
H -0.165 -0.230 0.224
H -0.104 -0.232 0.056
H 0.148 -0.143 0.228
H 0.017 0.138 -0.089
H 0.250 -0.066 -0.035
H 0.052 -0.045 0.280
H 0.095 0.308 0.125
H -0.267 0.148 -0.235
H -0.028 0.192 -0.156
H 0.219 -0.025 0.172
H -0.056 -0.094 0.209
H -0.214 -0.235 -0.240

Output
- E_HOMO (eV) = -6.2210
- energy above the lowest of the compared OMol25 structures with the same formula, charge and spin (eV) = 1.107
- E_LUMO (eV) = -2.11


[2]
Below is a molecular structure, C31H26N4O8PRuS, with properties calculated with ωB97M-V/def2-TZVPD.

CARTESIAN COORDINATES (ANGSTROEM)
Ru1 0.170 0.676 0.778
O1 0.020 3.301 5.992
C1 1.280 3.021 5.680
O2 2.190 3.198 6.439
C2 1.548 2.468 4.317
C3 2.817 2.168 3.859
N1 2.699 1.676 2.618
N2 1.426 1.659 2.226
C4 0.714 2.121 3.247
C5 -0.744 2.141 3.031
O3 -1.546 2.570 3.821
O4 -1.106 1.649 1.839
H1 -0.615 3.074 5.282
H2 3.769 2.281 4.350
H3 3.415 1.393 1.950
C6 2.403 -5.728 0.105
C7 2.611 -4.258 -0.117
C8 2.817 -3.746 -1.395
C9 2.993 -2.387 -1.604
C10 2.970 -1.538 -0.507
C11 2.805 -2.026 0.787
C12 2.612 -3.380 0.970
S1 3.150 0.174 -0.774
O5 3.921 0.764 0.289
O6 3.521 0.432 -2.131
N3 1.559 0.710 -0.662
C13 1.194 1.961 -1.192
C14 1.732 2.787 -2.164
C15 1.044 3.967 -2.409
C16 -0.110 4.293 -1.707
C17 -0.567 3.423 -0.736
N4 0.090 2.291 -0.510
H4 2.475 -6.288 -0.825
H5 1.422 -5.916 0.544
H6 3.147 -6.121 0.800
H7 2.844 -4.420 -2.242
H8 3.146 -1.989 -2.597
H9 2.837 -1.367 1.643
H10 2.469 -3.764 1.973
H11 2.635 2.524 -2.692
H12 1.419 4.648 -3.162
H13 -0.639 5.213 -1.904
H14 -1.448 3.600 -0.134
O7 -0.471 -2.819 2.631
C18 -0.565 -1.922 1.851
O8 0.263 -0.850 1.920
C19 -1.599 -1.945 0.723
P1 -1.538 -0.468 -0.356
C20 -1.359 -1.082 -2.041
C21 -0.319 -0.726 -2.891
C22 -0.265 -1.252 -4.176
C23 -1.244 -2.129 -4.612
C24 -2.290 -2.485 -3.767
C25 -2.350 -1.962 -2.487
C26 -3.106 0.408 -0.283
C27 -3.791 0.523 0.926
C28 -4.947 1.283 0.993
C29 -5.417 1.935 -0.140
C30 -4.734 1.826 -1.343
C31 -3.578 1.063 -1.420
H15 -2.588 -2.093 1.158
H16 -1.383 -2.825 0.115
H17 0.459 -0.056 -2.561
H18 0.549 -0.972 -4.832
H19 -1.198 -2.537 -5.613
H20 -3.058 -3.165 -4.107
H21 -3.176 -2.234 -1.839
H22 -3.423 0.038 1.822
H23 -5.478 1.368 1.931
H24 -6.321 2.526 -0.084
H25 -5.105 2.326 -2.227
H26 -3.056 0.969 -2.365

Atomic forces in eV per Å
Ru -0.481 -0.376 -0.025
O 0.000 -0.016 0.038
C 0.008 0.000 0.004
O 0.003 0.023 -0.005
C -0.051 0.007 0.009
C 0.044 -0.049 -0.026
N -0.007 0.072 -0.073
N 0.170 -0.090 0.086
C 0.053 0.051 -0.008
C -0.099 -0.010 -0.166
O 0.002 -0.032 0.018
O -0.095 0.096 0.194
H -0.001 0.022 -0.026
H -0.003 0.008 0.003
H 0.001 -0.026 0.009
C -0.002 -0.002 -0.003
C 0.006 -0.008 0.026
C -0.006 0.023 -0.038
C -0.150 -0.019 0.014
C 0.030 0.025 0.044
C 0.072 -0.024 0.008
C 0.011 -0.006 -0.017
S -0.082 -0.006 -0.057
O -0.075 -0.002 0.135
O 0.071 -0.015 -0.010
N 0.115 0.343 -0.009
C 0.058 -0.151 0.020
C 0.038 -0.015 -0.069
C 0.073 -0.012 -0.052
C -0.070 0.038 0.020
C -0.101 -0.076 -0.007
N 0.193 0.237 -0.152
H 0.002 0.002 0.000
H 0.002 0.007 0.007
H 0.002 0.000 -0.001
H -0.001 -0.005 0.004
H 0.014 0.006 0.001
H -0.030 0.052 -0.014
H -0.013 -0.009 -0.005
H -0.018 -0.014 0.003
H 0.013 -0.010 0.002
H -0.010 -0.006 0.020
H 0.001 0.032 0.003
O 0.033 -0.045 0.035
C 0.019 0.083 -0.135
O 0.012 -0.201 -0.027
C 0.035 0.051 -0.002
P 0.255 0.132 0.201
C -0.048 -0.026 -0.035
C -0.014 -0.017 0.008
C 0.013 0.007 0.000
C -0.014 -0.005 0.007
C 0.021 0.015 0.001
C -0.006 -0.009 -0.021
C 0.018 -0.052 0.031
C -0.017 0.021 -0.001
C 0.006 -0.018 0.001
C 0.015 -0.010 -0.009
C -0.004 -0.008 -0.001
C -0.015 0.022 -0.011
H 0.003 0.009 0.026
H -0.015 -0.017 0.014
H 0.003 -0.004 0.010
H -0.004 -0.003 -0.005
H -0.001 0.001 -0.001
H 0.001 -0.002 0.002
H 0.002 0.005 0.005
H 0.006 0.004 -0.006
H 0.000 0.002 -0.002
H 0.001 0.001 -0.001
H 0.000 0.003 0.004
H 0.007 0.003 0.007

Output
- E_HOMO (spin up / spin down) (eV) = -12.2582 / -12.2300
- total charge = +1
- E_LUMO (spin up / spin down) (eV) = -5.47 / -5.98


[3]
Below is 5 unconnected molecules or ions with the total composition C31H27F2N4O10Si, with properties calculated with ωB97M-V/def2-TZVPD.

CARTESIAN COORDINATES (ANGSTROEM)
C1 1.527 -1.031 7.477
Si1 1.354 -0.654 5.568
C2 1.406 -2.303 4.503
C3 -0.439 0.080 5.243
C4 2.758 0.463 4.868
N1 4.248 0.226 4.670
N2 4.763 1.401 4.079
C5 3.618 2.376 3.894
N3 3.543 3.761 3.289
C6 2.950 4.775 4.251
O1 3.733 5.458 5.106
F1 1.447 4.919 4.201
C7 2.630 3.787 2.050
O2 2.151 2.663 1.459
F2 2.248 5.081 1.369
N4 2.291 1.827 4.410
H1 0.637 -1.740 7.836
H2 1.505 -0.004 8.082
H3 2.579 -1.572 7.628
H4 2.022 -3.155 5.017
H5 0.308 -2.623 4.245
H6 1.905 -1.994 3.465
H7 -1.169 -0.172 6.122
H8 -0.432 1.237 5.068
H9 -0.886 -0.430 4.264
H10 4.738 -0.663 4.920
H11 1.360 2.298 4.419
C8 1.690 2.623 -1.687
C9 2.040 1.341 -1.539
C10 1.601 0.311 -2.500
O3 1.920 -0.863 -2.363
C11 0.761 0.750 -3.631
C12 0.411 2.032 -3.780
C13 0.850 3.062 -2.819
O4 0.532 4.236 -2.956
H12 2.003 3.391 -0.991
H13 2.657 1.003 -0.714
H14 0.448 -0.018 -4.328
H15 -0.205 2.370 -4.605
C14 2.751 -2.720 -4.780
C15 3.102 -4.001 -4.632
C16 2.662 -5.032 -5.593
O5 2.981 -6.206 -5.456
C17 1.822 -4.592 -6.725
C18 1.472 -3.311 -6.873
C19 1.911 -2.280 -5.912
O6 1.593 -1.107 -6.049
H16 3.064 -1.952 -4.084
H17 3.718 -4.340 -3.807
H18 1.509 -5.361 -7.421
H19 0.856 -2.973 -7.698
C20 -2.014 0.662 -7.631
C21 -1.664 -0.620 -7.482
C22 -2.103 -1.650 -8.443
O7 -1.784 -2.824 -8.307
C23 -2.943 -1.211 -9.575
C24 -3.293 0.071 -9.724
C25 -2.854 1.101 -8.763
O8 -3.172 2.275 -8.899
H20 -1.701 1.430 -6.935
H21 -1.047 -0.958 -6.658
H22 -3.256 -1.979 -10.271
H23 -3.909 0.409 -10.548
C26 -6.405 -0.280 5.484
C27 -5.288 -0.988 5.681
C28 -4.235 -0.516 6.601
O9 -3.212 -1.163 6.781
C29 -4.463 0.766 7.295
C30 -5.579 1.474 7.098
C31 -6.633 1.003 6.178
O10 -7.656 1.649 5.999
H24 -7.187 -0.611 4.812
H25 -5.106 -1.931 5.179
H26 -3.681 1.098 7.967
H27 -5.761 2.418 7.600

Atomic forces in eV per Å
C 0.808 0.274 0.457
Si -2.434 -2.577 0.847
C 0.536 0.319 -1.000
C -0.463 0.516 -0.959
C 1.101 2.251 -0.797
N -7.197 5.300 -0.782
N -4.322 2.796 -0.459
C -0.414 -3.312 1.363
N -3.243 0.364 -0.415
C 4.005 4.330 5.652
O -6.686 -5.360 -6.669
F 4.957 -0.787 -0.080
C -3.433 -5.543 -5.331
O 3.818 8.259 4.782
F 2.076 -4.279 3.410
N 8.358 -4.063 -0.044
H 2.003 1.600 -0.893
H 0.070 -2.378 -1.112
H -2.357 1.140 0.030
H -1.268 1.525 -1.138
H 2.169 0.447 0.707
H -0.966 -0.974 2.062
H 1.502 0.475 -1.532
H -0.324 -2.011 0.389
H 1.010 1.203 2.072
H -0.177 1.313 -0.486
H 0.857 -0.853 0.032
C 0.275 -0.355 0.253
C -0.003 0.468 0.132
C 0.124 -0.638 -0.038
O -0.159 0.651 0.074
C -0.335 0.270 -0.203
C 0.027 -0.437 -0.071
C -0.321 0.947 -0.300
O 0.256 -0.832 0.190
H -0.058 -0.019 -0.085
H -0.016 -0.014 -0.033
H 0.104 0.053 0.054
H 0.031 0.034 0.049
C 0.337 -0.253 0.229
C -0.022 0.469 0.110
C 0.231 -0.958 0.110
O -0.214 0.828 -0.080
C -0.224 0.351 -0.236
C -0.013 -0.356 -0.176
C -0.095 0.352 -0.093
O 0.066 -0.458 0.060
H -0.063 -0.076 -0.065
H -0.018 -0.017 -0.046
H 0.016 0.008 0.034
H -0.028 -0.026 0.044
C 0.231 -0.397 0.237
C -0.010 0.454 0.192
C 0.166 -0.745 0.048
O -0.111 0.678 -0.061
C -0.224 0.321 -0.230
C -0.005 -0.471 -0.147
C -0.265 0.984 -0.135
O 0.232 -0.839 0.121
H -0.027 0.015 -0.051
H 0.030 -0.009 -0.064
H 0.026 -0.005 0.037
H 0.028 0.026 0.044
C 0.275 -0.406 -0.113
C -0.351 0.049 -0.169
C 0.340 -0.297 0.097
O -0.280 0.315 -0.131
C -0.243 0.332 0.036
C 0.474 -0.015 0.249
C -1.010 0.576 -0.184
O 0.877 -0.523 0.151
H -0.001 0.038 0.031
H 0.012 0.021 0.040
H -0.014 -0.031 0.009
H -0.035 -0.034 -0.028

Output
- E_HOMO (eV) = -11.4607
- total charge = +1
- E_LUMO (eV) = -5.31